{"formula": "C3H5N3O", "method": "ωB97M-V/def2-TZVPD", "de_lowest_kcal_mol": 127.5, "homo_ev": -8.4, "gap_ev": 8.8, "smiles": "O=NN1C=CCN1", "total_energy_ha": -356.6542, "lumo_ev": 0.5, "total_charge": 0, "symbols": ["O", "N", "N", "C", "C", "C", "N", "H", "H", "H", "H", "H"], "positions_angstrom": [[-0.1522, -2.3409, -1.9520], [-0.7134, -1.9854, -0.8678], [-0.4023, -0.7979, -0.4491], [0.6018, 0.1027, -0.9126], [0.6159, 1.1592, -0.1114], [-0.1289, 0.8517, 1.1600], [-0.9660, -0.2560, 0.7078], [1.0761, -0.1262, -1.7791], [1.1882, 1.9775, -0.2951], [0.8385, 0.7625, 1.8235], [-0.7593, 1.6858, 1.3821], [-1.1983, -1.0330, 1.2936]], "atomic_forces_ev_per_a": [[-0.8501, 0.9147, 2.1868], [0.6644, -0.3916, -1.6519], [1.6877, -0.1290, -0.7552], [-2.3244, 0.5067, 1.8051], [-0.9449, -2.6302, -0.4323], [2.0324, 0.3399, -0.8817], [-0.4820, -0.1886, 0.4738], [1.2395, -0.4782, -2.3632], [1.5821, 2.2586, -0.1401], [-2.3450, -0.5132, 0.0170], [-0.2750, 0.3835, 0.9486], [0.0153, -0.0725, 0.7931]], "nbo_charge": [-0.465, 0.194, -0.050, -0.060, -0.187, -0.262, -0.436, 0.239, 0.219, 0.201, 0.218, 0.389]}